1.
ORCA calculation (ωB97M-V/def2-TZVPD) on a cluster of 5 separate species, C21H33FO12S in total.

Last column: natural (NBO) charge in e.
Element x y z (Å)
C: -1.91 0.87 -1.57  -0.634
C: -1.27 2.20 -2.17  0.242
C: -2.27 3.44 -2.17  -0.470
C: -3.72 3.08 -2.63  0.049
F: -4.44 4.29 -2.68  -0.373
C: -0.55 1.99 -3.57  -0.100
O: 0.79 2.55 -3.30  -0.676
S: 0.89 3.38 -1.90  2.445
O: 0.56 4.82 -1.97  -0.889
O: 2.10 3.23 -1.06  -0.885
O: -0.34 2.60 -1.11  -0.675
H: -2.35 0.24 -2.37  0.223
H: -2.72 1.21 -0.88  0.219
H: -1.12 0.34 -1.01  0.252
H: -1.86 4.21 -2.87  0.232
H: -2.29 3.89 -1.15  0.241
H: -4.22 2.44 -1.87  0.171
H: -3.75 2.59 -3.64  0.166
H: -0.53 0.90 -3.82  0.246
H: -0.89 2.64 -4.41  0.215
O: 0.19 0.99 4.54  -0.566
C: 0.59 1.85 3.80  0.787
C: 1.85 2.65 4.00  -0.530
C: 1.65 3.81 3.04  -0.429
C: 0.78 3.18 1.96  -0.077
O: -0.02 2.20 2.65  -0.493
H: 2.71 2.04 3.72  0.233
H: 1.95 2.99 5.03  0.244
H: 2.58 4.23 2.65  0.226
H: 1.10 4.61 3.54  0.209
H: 1.37 2.68 1.19  0.196
H: 0.13 3.91 1.48  0.202
O: 1.44 -0.88 -4.07  -0.578
C: 2.58 -0.61 -3.86  0.797
C: 3.34 -0.91 -2.60  -0.532
C: 4.56 -0.03 -2.73  -0.433
C: 4.73 0.05 -4.23  -0.071
O: 3.40 -0.02 -4.77  -0.487
H: 3.60 -1.97 -2.59  0.238
H: 2.74 -0.65 -1.73  0.250
H: 5.44 -0.41 -2.22  0.220
H: 4.34 0.96 -2.33  0.219
H: 5.32 -0.78 -4.63  0.177
H: 5.20 0.99 -4.54  0.199
O: -1.11 -2.18 -0.10  -0.582
C: -0.11 -2.03 0.54  0.795
C: -0.02 -1.95 2.04  -0.539
C: 1.37 -1.37 2.25  -0.414
C: 2.11 -1.88 1.04  -0.074
O: 1.13 -1.96 -0.01  -0.500
H: -0.11 -2.95 2.47  0.247
H: -0.79 -1.29 2.45  0.265
H: 1.83 -1.66 3.19  0.229
H: 1.32 -0.28 2.22  0.205
H: 2.53 -2.88 1.19  0.178
H: 2.92 -1.21 0.73  0.189
O: -2.49 -3.23 4.16  -0.560
C: -2.88 -4.10 3.43  0.790
C: -4.16 -4.09 2.64  -0.532
C: -4.31 -5.55 2.25  -0.429
C: -2.86 -6.02 2.19  -0.072
O: -2.18 -5.24 3.18  -0.493
H: -4.03 -3.45 1.77  0.246
H: -4.99 -3.75 3.25  0.243
H: -4.85 -5.71 1.31  0.223
H: -4.84 -6.09 3.03  0.208
H: -2.40 -5.82 1.21  0.183
H: -2.76 -7.08 2.42  0.196

**Energy**: -60434.15249 eV
**Highest occupied orbital energy**: -10.17 eV
**SMILES string**: C[C@]1(CCF)COS(=O)(=O)O1.O=C1CCCO1.O=C1CCCO1.O=C1CCCO1.O=C1CCCO1
**Orbital gap**: 10.65 eV
**LUMO energy**: 0.5 eV
**2S+1**: 1

2.
ORCA calculation (ωB97M-V/def2-TZVPD) on a structure of composition C21H33GeOSi.

Last column: natural (NBO) charge in e.
Element x y z (Å)
C: -3.78 0.12 -1.04  -1.173
Si: -3.08 -1.01 -2.42  1.930
C: -2.34 -0.09 -3.91  -1.183
H: 0.21 0.79 -0.05  0.202
C: -2.88 -2.85 -2.22  -1.435
Ge: -1.58 -3.44 -0.79  1.586
C: -2.10 -5.31 -0.56  -1.075
C: 0.32 -3.52 -1.24  -1.078
C: -1.72 -2.70 1.02  -1.086
H: -4.89 0.10 -1.13  0.287
H: -3.49 -0.20 -0.03  0.290
H: -3.47 1.17 -1.16  0.284
H: -3.18 0.01 -4.63  0.286
H: -1.98 0.91 -3.63  0.281
H: -1.54 -0.61 -4.46  0.288
H: -3.92 -3.24 -2.04  0.306
H: -2.61 -3.40 -3.16  0.305
H: -1.48 -5.83 0.17  0.252
H: -3.14 -5.36 -0.23  0.231
H: -2.02 -5.83 -1.51  0.232
H: 0.92 -3.93 -0.41  0.262
H: 0.48 -4.18 -2.10  0.244
H: 0.72 -2.53 -1.48  0.229
H: -1.04 -3.21 1.71  0.263
H: -1.45 -1.64 1.01  0.230
H: -2.74 -2.82 1.41  0.240
C: 0.69 1.53 6.41  -0.255
O: 0.77 0.33 5.63  -0.492
C: 0.92 0.42 4.28  0.319
C: 0.97 -0.80 3.58  -0.266
C: 1.10 -0.80 2.21  -0.215
C: 1.30 0.40 1.50  0.026
C: 1.20 0.44 -0.01  -0.478
C: 1.86 1.50 -0.85  0.057
C: 1.31 1.82 -2.12  -0.234
C: 1.80 2.92 -2.80  -0.209
C: 2.74 3.75 -2.20  -0.022
C: 3.20 4.97 -2.92  -0.629
C: 3.28 3.44 -0.95  -0.198
C: 2.83 2.31 -0.27  -0.227
C: 1.04 1.60 2.19  -0.206
C: 0.96 1.63 3.58  -0.312
H: 0.49 1.22 7.43  0.210
H: 1.62 2.11 6.37  0.183
H: -0.10 2.18 6.04  0.177
H: 0.88 -1.69 4.19  0.228
H: 0.93 -1.75 1.71  0.200
H: 1.21 -0.55 -0.48  0.203
H: 0.45 1.29 -2.54  0.181
H: 1.43 3.22 -3.79  0.210
H: 4.11 5.35 -2.44  0.221
H: 3.45 4.69 -3.94  0.220
H: 2.45 5.76 -2.98  0.223
H: 4.00 4.12 -0.48  0.217
H: 3.16 2.13 0.76  0.227
H: 0.76 2.50 1.65  0.216
H: 0.94 2.58 4.12  0.226

**Energy**: -88745.55520 eV
**Highest occupied orbital energy**: -10.05 eV
**Net charge**: +1
**Orbital gap**: 4.99 eV
**LUMO energy**: -5.1 eV
**2S+1**: 1

3.
ORCA calculation (ωB97M-V/def2-TZVPD) on a structure of composition C21H33IrN8O.

Last column: Mulliken spin population.
Element x y z (Å)
Ir: 0.71 0.11 -0.21  0.640
C: -4.23 1.49 -0.52  0.001
N: -3.03 2.33 -0.52  -0.003
C: -3.21 3.75 -0.83  0.001
C: -1.78 4.30 -0.82  0.000
N: -1.00 3.15 -0.38  0.002
C: 0.42 3.30 -0.18  0.005
C: -1.76 2.04 -0.22  -0.013
N: -1.23 0.87 0.16  0.040
C: -2.00 -0.34 0.39  0.016
C: -1.28 -1.24 1.36  -0.001
N: 0.07 -1.53 0.88  0.007
C: 0.80 -2.58 1.27  0.005
N: 2.06 -2.74 0.82  0.003
C: 2.85 -1.80 0.07  0.026
C: 2.67 -3.97 1.31  0.000
C: 1.58 -4.54 2.22  -0.001
N: 0.47 -3.58 2.09  0.013
C: -0.77 -3.89 2.79  0.000
H: -4.98 1.98 -1.14  0.000
H: -4.66 1.39 0.48  0.000
H: -4.03 0.51 -0.94  0.000
H: -3.85 4.23 -0.09  0.000
H: -3.70 3.87 -1.80  0.000
H: -1.65 5.15 -0.15  0.000
H: -1.46 4.63 -1.81  0.000
H: 0.81 3.99 -0.93  0.000
H: 0.94 2.34 -0.31  0.000
H: 0.65 3.69 0.81  0.000
H: -2.13 -0.87 -0.56  -0.006
H: -2.98 -0.14 0.82  0.003
H: -1.89 -2.13 1.44  -0.001
H: -1.23 -0.75 2.34  0.003
H: 2.19 -1.17 -0.59  -0.012
H: 3.55 -2.34 -0.56  0.000
H: 3.42 -1.14 0.72  0.000
H: 3.60 -3.75 1.84  0.000
H: 2.91 -4.63 0.48  0.000
H: 1.90 -4.60 3.26  0.000
H: 1.27 -5.54 1.92  0.000
H: -0.56 -4.70 3.48  0.000
H: -1.55 -4.24 2.11  0.000
H: -1.14 -3.05 3.37  0.000
N: -0.19 -0.54 -7.47  0.039
C: 0.04 -0.39 -6.36  -0.006
C: 0.30 -0.22 -4.96  0.051
C: 1.30 -0.99 -4.34  -0.012
C: 1.54 -0.84 -3.00  0.013
C: 0.77 0.06 -2.24  0.103
C: -0.17 0.88 -2.88  -0.001
C: -0.43 0.72 -4.23  -0.018
H: 1.88 -1.70 -4.92  0.000
H: 2.35 -1.42 -2.56  0.003
H: -0.72 1.64 -2.35  0.007
H: -1.17 1.33 -4.72  0.001
C: 0.97 1.20 3.27  -0.001
C: 2.16 1.39 2.39  0.002
N: 3.18 2.08 2.84  0.008
O: 2.20 0.88 1.23  0.081
H: 0.99 1.84 4.16  0.000
H: 0.94 0.16 3.60  0.000
H: 0.06 1.40 2.70  -0.001
H: 3.20 2.47 3.76  0.001
H: 4.01 2.20 2.26  -0.001

**Energy**: -39091.35280 eV
**Highest occupied orbital energy (alpha / beta)**: -17.56 / -17.64 eV
**Net charge**: +3
**Orbital gap (alpha / beta)**: 5.97 / 6.02 eV
**LUMO energy (alpha / beta)**: -11.6 / -11.6 eV
**2S+1**: 2

4.
ORCA calculation (ωB97M-V/def2-TZVPD) on a structure of composition C21H33N6OSW.

Last column: Mulliken spin population.
Element x y z (Å)
W: 0.22 -1.48 0.05  1.899
C: 2.38 -0.28 -1.40  -0.006
C: 1.09 -0.21 -2.31  0.037
N: 0.07 -1.32 -2.08  0.010
C: -1.40 -1.10 -2.38  -0.027
C: -2.35 -1.19 -1.16  -0.021
C: -3.73 -1.05 -1.19  0.006
C: -4.40 -0.93 0.03  -0.001
C: -3.74 -0.85 1.26  0.003
C: -2.36 -1.00 1.25  -0.022
C: -1.39 -0.70 2.41  -0.011
N: 0.03 -1.18 2.16  0.022
C: 1.27 -0.32 2.46  -0.002
C: 2.18 0.17 1.26  0.035
N: 2.21 -0.75 0.06  0.009
N: -1.79 -1.27 0.06  -0.005
H: 2.85 0.70 -1.42  -0.003
H: 3.06 -1.00 -1.84  -0.002
H: 1.43 -0.23 -3.35  0.001
H: 0.58 0.73 -2.14  -0.009
H: 0.37 -2.15 -2.58  0.003
H: -1.71 -1.82 -3.13  -0.001
H: -1.53 -0.10 -2.81  0.000
H: -4.27 -1.00 -2.13  0.001
H: -5.48 -0.84 0.02  0.000
H: -4.28 -0.66 2.17  0.000
H: -1.76 -1.11 3.35  -0.003
H: -1.36 0.39 2.49  -0.004
H: 0.14 -2.04 2.69  0.005
H: 1.88 -0.93 3.13  -0.004
H: 0.97 0.57 3.01  0.000
H: 3.19 0.29 1.66  0.001
H: 1.87 1.15 0.92  -0.007
H: 2.91 -1.47 0.23  0.007
N: -2.66 2.11 -0.78  0.001
C: -1.47 2.53 -0.36  0.004
S: -0.21 1.45 0.17  -0.039
N: -1.25 3.83 -0.29  0.001
C: -0.04 4.55 -0.01  -0.001
C: 1.11 4.34 -0.75  0.001
C: 2.23 5.11 -0.47  0.000
C: 2.19 6.08 0.52  0.000
C: 1.02 6.30 1.24  0.000
C: -0.10 5.53 0.97  0.000
H: -2.93 1.15 -0.69  0.000
H: -3.37 2.76 -1.09  0.000
H: -2.07 4.42 -0.41  0.000
H: 1.13 3.63 -1.56  0.000
H: 3.13 4.98 -1.05  0.000
H: 3.06 6.69 0.72  0.000
H: 0.98 7.07 1.99  0.000
H: -1.02 5.70 1.52  0.000
C: 0.82 -5.35 -1.24  0.005
C: 1.46 -4.53 -0.14  -0.017
C: 1.40 -5.16 1.23  0.006
O: 0.76 -3.22 -0.08  0.127
H: 1.35 -6.30 -1.33  -0.001
H: 0.88 -4.85 -2.20  -0.001
H: -0.22 -5.57 -1.00  -0.001
H: 2.48 -4.25 -0.40  0.001
H: 0.38 -5.43 1.50  0.000
H: 1.83 -4.51 1.99  0.001
H: 1.99 -6.08 1.22  0.000

**Energy**: -45936.10309 eV
**Highest occupied orbital energy (alpha / beta)**: -16.27 / -16.28 eV
**Net charge**: +3
**Orbital gap (alpha / beta)**: 6.18 / 6.51 eV
**LUMO energy (alpha / beta)**: -10.1 / -9.8 eV
**2S+1**: 3

5.
ORCA calculation (ωB97M-V/def2-TZVPD) on a structure of composition C21H34BN2NdO5.

Last column: Mulliken spin population.
Element x y z (Å)
Nd: -0.02 -0.15 0.18  3.045
C: 0.46 3.07 -0.70  0.000
O: -0.53 2.27 0.00  0.002
C: -1.89 2.52 -0.42  0.002
C: -2.22 1.67 -1.61  -0.001
O: -2.09 0.27 -1.27  -0.002
C: -3.32 -0.35 -0.80  0.000
H: 0.10 4.09 -0.76  0.000
H: 0.63 2.67 -1.70  0.000
H: 1.37 3.03 -0.12  0.000
H: -2.03 3.58 -0.63  0.000
H: -2.52 2.26 0.44  -0.001
H: -1.55 1.85 -2.44  -0.001
H: -3.24 1.89 -1.94  0.000
H: -4.11 -0.14 -1.52  0.000
H: -3.60 0.03 0.18  0.000
H: -3.15 -1.42 -0.75  0.000
C: 6.13 0.83 1.26  0.000
N: 5.18 0.79 0.14  0.000
N: 3.84 0.60 0.38  -0.001
C: 3.25 0.22 -0.79  -0.003
O: 1.96 0.13 -0.86  -0.004
C: 4.25 0.06 -1.75  0.000
C: 5.43 0.40 -1.12  0.000
C: 6.83 0.34 -1.63  0.000
C: 3.12 1.32 1.40  -0.003
C: 3.34 2.67 1.62  -0.001
C: 2.53 3.33 2.54  0.000
C: 1.50 2.67 3.19  -0.001
C: 1.31 1.31 2.97  -0.004
C: 2.14 0.63 2.09  0.011
H: 5.70 1.38 2.08  0.000
H: 7.02 1.35 0.92  0.000
H: 6.38 -0.18 1.58  0.000
H: 4.12 -0.27 -2.76  0.000
H: 6.84 -0.07 -2.64  0.000
H: 7.46 -0.29 -1.00  0.000
H: 7.27 1.34 -1.66  0.000
H: 4.10 3.20 1.07  0.000
H: 2.70 4.39 2.73  0.000
H: 0.86 3.19 3.89  0.000
H: 0.55 0.76 3.51  -0.002
H: 2.09 -0.46 2.03  -0.001
C: -1.67 -1.56 4.90  -0.001
C: -1.47 -2.67 3.89  -0.002
C: -2.40 -3.84 4.18  0.000
O: -1.84 -2.11 2.58  0.009
B: -0.68 -1.73 1.96  -0.045
O: 0.46 -2.15 2.61  0.004
C: 0.02 -3.08 3.69  0.001
C: 0.90 -2.85 4.90  0.000
C: 0.20 -4.48 3.14  -0.001
H: -2.71 -1.21 4.84  0.000
H: -1.01 -0.72 4.71  0.000
H: -1.49 -1.91 5.92  0.000
H: -3.42 -3.47 4.30  0.000
H: -2.11 -4.34 5.11  0.000
H: -2.40 -4.57 3.38  0.000
H: 0.90 -1.81 5.22  0.000
H: 1.92 -3.16 4.67  0.000
H: 0.56 -3.46 5.74  0.000
H: -0.42 -4.65 2.26  0.000
H: -0.05 -5.23 3.88  0.000
H: 1.25 -4.61 2.86  0.000

**Energy**: -51487.75621 eV
**Highest occupied orbital energy (alpha / beta)**: -13.58 / -13.44 eV
**Net charge**: +2
**Orbital gap (alpha / beta)**: 7.86 / 7.88 eV
**LUMO energy (alpha / beta)**: -5.7 / -5.6 eV
**2S+1**: 4

6.
ORCA calculation (ωB97M-V/def2-TZVPD) on a structure of composition C21H34BNO3P2Zr.

Last column: natural (NBO) charge in e.
Element x y z (Å)
Zr: 0.00 0.00 0.00  1.479
P: -1.39 -2.06 -0.13  0.885
P: 1.43 2.04 0.13  0.871
N: -1.11 0.82 -1.14  -1.030
H: 0.98 -2.52 2.52  0.144
C: -2.64 -2.38 1.21  -0.918
H: -3.20 -3.32 1.05  0.232
H: -3.34 -1.53 1.25  0.241
H: -2.11 -2.44 2.18  0.238
C: -0.48 -3.67 -0.17  -0.923
H: -1.17 -4.53 -0.11  0.223
H: 0.23 -3.71 0.67  0.241
H: 0.10 -3.73 -1.11  0.259
C: -2.43 -2.14 -1.65  -0.923
H: -2.92 -3.13 -1.76  0.224
H: -1.79 -1.94 -2.52  0.254
H: -3.20 -1.35 -1.60  0.253
C: 1.19 3.22 1.55  -0.913
H: 1.84 4.11 1.47  0.233
H: 1.41 2.69 2.49  0.241
H: 0.14 3.54 1.57  0.241
C: 3.26 1.76 0.19  -0.928
H: 3.82 2.70 0.29  0.227
H: 3.56 1.24 -0.74  0.256
H: 3.49 1.10 1.04  0.244
C: 1.22 3.14 -1.33  -0.921
H: 1.95 3.98 -1.32  0.224
H: 0.19 3.54 -1.33  0.253
H: 1.36 2.54 -2.24  0.259
C: -1.99 1.39 -2.01  0.246
C: -4.07 2.60 -2.47  -0.203
C: -3.18 2.02 -1.56  -0.292
C: -1.72 1.38 -3.40  -0.291
C: -2.61 1.96 -4.31  -0.190
C: -3.79 2.57 -3.85  -0.272
H: -4.98 3.07 -2.11  0.207
H: -3.39 2.03 -0.48  0.205
H: -0.79 0.89 -3.74  0.215
H: -2.38 1.94 -5.38  0.206
H: -4.48 3.03 -4.56  0.208
C: 1.28 -1.46 2.68  0.109
O: 0.84 -0.71 1.58  -0.889
C: 0.60 -0.95 3.96  -0.628
H: 1.32 -0.96 4.80  0.208
H: -0.26 -1.59 4.23  0.206
H: 0.24 0.08 3.82  0.213
C: 2.81 -1.40 2.77  -0.627
H: 3.14 -0.55 3.40  0.198
H: 3.24 -1.27 1.76  0.219
H: 3.21 -2.33 3.19  0.211
O: 2.00 -2.27 -1.21  -0.673
B: 1.48 -0.98 -1.58  0.547
O: 2.51 -0.23 -2.26  -0.685
C: 3.56 -1.07 -2.25  0.266
C: 4.85 -0.82 -2.74  -0.269
C: 5.83 -1.82 -2.58  -0.225
C: 5.50 -3.04 -1.95  -0.224
C: 4.20 -3.27 -1.47  -0.237
C: 3.26 -2.25 -1.64  0.203
H: 5.09 0.12 -3.21  0.222
H: 6.83 -1.66 -2.94  0.215
H: 6.26 -3.81 -1.83  0.214
H: 3.94 -4.19 -0.98  0.220

**Energy**: -50497.27914 eV
**Highest occupied orbital energy**: -6.95 eV
**Orbital gap**: 7.00 eV
**LUMO energy**: 0.1 eV
**2S+1**: 1

7.
ORCA calculation (ωB97M-V/def2-TZVPD) on an isolated molecule of C21H34N4O4S.

Last column: natural (NBO) charge in e.
Element x y z (Å)
C: 0.75 2.44 3.44  -0.421
N: 1.89 1.55 3.57  -0.460
C: 3.15 2.24 3.37  -0.220
C: 3.34 2.63 1.90  -0.240
N: 2.81 1.61 1.02  -0.614
C: 1.87 1.90 0.09  0.702
O: 1.58 3.04 -0.21  -0.647
C: 1.21 0.68 -0.54  -0.318
C: 1.00 0.90 -2.04  -0.391
C: 0.19 -0.24 -2.63  -0.235
N: -1.08 -0.36 -1.94  -0.678
S: -2.11 -1.42 -2.72  2.451
O: -1.42 -2.60 -3.15  -0.952
O: -3.26 -1.59 -1.88  -0.955
N: -2.42 -0.50 -4.07  -0.680
C: -2.78 -1.23 -5.27  -0.260
C: -4.27 -1.60 -5.25  -0.089
O: -5.07 -0.45 -5.08  -0.525
C: -4.78 0.20 -3.87  -0.096
C: -3.30 0.63 -3.81  -0.261
C: -0.91 -0.65 -0.53  -0.238
C: -0.15 0.49 0.14  -0.397
C: 1.84 0.76 4.79  -0.207
C: 0.90 -0.44 4.64  -0.433
C: 1.17 -1.30 3.43  0.004
C: 2.42 -1.40 2.84  -0.250
C: 2.62 -2.21 1.73  -0.165
C: 1.58 -2.95 1.21  -0.247
C: 0.32 -2.87 1.80  -0.206
C: 0.12 -2.04 2.88  -0.214
H: 0.76 2.91 2.46  0.217
H: 0.75 3.23 4.21  0.167
H: -0.17 1.86 3.53  0.201
H: 3.96 1.55 3.65  0.189
H: 3.25 3.14 4.00  0.178
H: 4.40 2.79 1.70  0.198
H: 2.81 3.56 1.66  0.232
H: 2.89 0.66 1.36  0.408
H: 1.83 -0.21 -0.37  0.210
H: 0.47 1.84 -2.17  0.228
H: 1.96 0.98 -2.55  0.216
H: 0.75 -1.19 -2.56  0.186
H: -0.04 -0.06 -3.68  0.229
H: -2.16 -2.12 -5.30  0.241
H: -2.56 -0.59 -6.13  0.203
H: -4.57 -2.05 -6.19  0.197
H: -4.44 -2.31 -4.42  0.174
H: -5.43 1.07 -3.83  0.195
H: -4.99 -0.46 -3.02  0.192
H: -3.05 1.01 -2.82  0.232
H: -3.10 1.39 -4.56  0.205
H: -0.36 -1.59 -0.39  0.187
H: -1.91 -0.76 -0.11  0.236
H: -0.72 1.41 0.04  0.219
H: -0.01 0.26 1.20  0.228
H: 1.50 1.37 5.65  0.180
H: 2.84 0.41 5.02  0.194
H: 1.01 -1.06 5.54  0.225
H: -0.13 -0.11 4.61  0.210
H: 3.26 -0.86 3.25  0.205
H: 3.60 -2.27 1.29  0.206
H: 1.73 -3.59 0.35  0.219
H: -0.50 -3.45 1.40  0.222
H: -0.86 -1.98 3.33  0.212

**Energy**: -47314.67008 eV
**Highest occupied orbital energy**: -8.78 eV
**SMILES string**: CN(CCNC(=O)C1CCN(S(=O)(=O)N2CCOCC2)CC1)CCc1ccccc1
**Orbital gap**: 9.46 eV
**LUMO energy**: 0.7 eV
**2S+1**: 1

Which value of 2S+1 does entry 7 give?
1

What is the energy in the sixth record?
-50497.27914 eV